1.
Density functional theory data (ωB97M-V/def2-TZVPD) for a structure of composition C30H15F15GeIrN6PS.

Element x y z (Å)
H: -5.826 -5.027 1.475
C: 3.249 -0.065 -1.609
C: 1.811 2.158 0.304
N: -3.484 0.846 1.878
C: 0.879 -2.214 0.615
H: -3.361 0.759 3.978
C: 5.204 -1.282 -0.870
F: 2.384 -0.526 -3.743
C: -3.401 -2.836 0.715
H: -3.485 -3.527 -2.429
C: -4.095 0.991 3.211
H: -4.962 0.340 3.293
C: -1.001 -2.137 1.775
F: 3.522 3.935 -5.744
F: 3.873 2.064 -3.841
H: -5.250 -4.940 -0.867
F: 4.335 -2.346 -4.218
C: -2.907 -0.257 1.384
P: -2.782 -1.914 2.169
N: -2.485 0.024 0.140
C: 1.783 2.573 -2.878
Ge: 1.945 1.328 -1.444
C: -2.789 1.330 -0.154
F: 4.190 0.276 0.536
C: -4.529 -4.187 -0.597
F: -0.351 3.112 -2.036
S: -0.100 0.164 -1.937
C: 1.141 -2.637 1.883
F: 3.626 4.862 1.906
C: -5.124 -4.286 1.844
C: 0.930 1.872 1.328
H: -4.448 -4.758 2.553
C: 5.251 -1.952 -2.089
N: -4.363 -3.771 0.694
H: -0.825 -3.801 4.107
C: 4.294 -1.701 -3.071
Ir: -1.489 -1.257 -0.960
F: 1.264 5.414 -5.786
C: 0.916 2.567 2.518
F: 6.109 -1.535 0.056
H: 0.812 -3.186 4.390
F: -0.684 5.015 -3.944
N: -0.030 -2.578 2.587
N: -0.461 -1.918 0.568
C: 3.312 -0.770 -2.806
C: -0.173 -2.937 4.009
C: 2.721 3.178 0.539
C: 0.429 4.304 -3.907
N: -2.951 -2.643 -0.535
C: -3.425 1.837 0.938
H: -4.411 2.024 3.319
F: 1.830 4.259 3.848
C: 2.750 2.778 -3.853
H: -0.569 -2.090 4.563
H: -2.545 1.800 -1.092
H: 1.540 -2.108 -0.229
H: -5.675 -3.477 2.316
C: 4.203 -0.355 -0.641
C: 1.428 4.504 -4.858
C: 2.749 3.901 1.720
F: 3.613 3.464 -0.410
H: 2.063 -2.963 2.335
F: 0.032 0.868 1.210
C: 0.630 3.342 -2.943
F: 0.034 2.250 3.468
C: 1.832 3.592 2.717
F: 6.194 -2.831 -2.311
C: -3.651 -3.480 -1.365
H: -3.832 2.818 1.115
C: 2.589 3.740 -4.837

HOMO level (spin up / spin down) = -16.3107 / -16.3086 eV
2S+1 = 2
net charge = +3
LUMO (spin up / spin down) = -10.9 / -12.1 eV
HOMO-LUMO gap (spin up / spin down) = 5.455 / 4.249 eV
E_tot = -160506.071 eV
relative energy (zero: lowest compared OMol25 entry of this formula, charge and spin) = 24.83 kJ/mol
<S²> = 0.7785

***

2.
Density functional theory data (ωB97M-V/def2-TZVPD) for a cluster of 2 separate species, CH6NO in total.

Element x y z (Å)
N: 0.116 1.542 0.770
H: 0.112 -1.956 -2.020
H: 0.593 0.638 0.793
H: 0.534 2.001 -0.046
O: 0.193 -0.948 -0.265
H: -0.856 1.303 0.576
H: -0.744 -2.700 -0.530
C: -0.135 -1.883 -0.951
H: 0.187 2.002 1.673

HOMO level = -14.7958 eV
net charge = +1
LUMO = -3.9 eV
HOMO-LUMO gap = 10.857 eV
E_tot = -4664.506 eV
relative energy (zero: lowest compared OMol25 entry of this formula, charge and spin) = 25.12 kJ/mol

***

3.
Density functional theory data (ωB97M-V/def2-TZVPD) for a structure of composition C34H29F6N9NaO5PS3Se.

Element x y z (Å)
S: -1.642 -1.868 -0.747
C: 2.563 0.251 1.830
N: -3.907 1.884 4.884
C: -2.890 1.840 4.329
C: 3.294 1.549 3.737
N: -3.700 -1.684 -2.321
F: -5.170 3.122 -1.195
C: 1.035 -2.071 2.399
H: 4.623 -3.280 -0.895
N: -2.494 -0.022 2.303
C: 2.028 -2.444 3.310
O: -2.076 0.506 -3.422
H: 4.542 5.567 2.104
O: -0.411 0.746 1.896
C: -1.635 1.757 3.653
H: 1.510 0.367 3.701
N: -1.648 2.834 -2.483
F: -1.275 2.087 -5.472
P: 1.391 -0.910 0.982
H: 3.114 1.901 4.746
H: -6.844 -2.692 0.840
H: 1.003 -1.809 -3.819
Se: 2.287 3.190 -1.723
C: 2.727 -2.250 -1.097
C: 3.579 4.562 0.477
C: -0.484 -3.588 3.528
H: -5.852 -4.145 0.968
C: -5.166 -1.525 -4.228
H: -7.164 -4.056 -0.247
C: -5.798 -2.623 -2.032
C: -3.252 -2.091 -1.086
N: -4.187 -2.659 -0.248
N: 0.284 3.260 4.516
H: 5.274 3.303 -2.144
H: -4.938 -0.462 -4.343
O: 0.002 0.918 -2.130
H: 5.440 1.933 1.146
C: -1.462 0.839 2.571
H: 2.589 4.662 0.906
H: 0.307 -4.659 5.214
C: -0.224 -2.659 2.522
C: -6.377 -3.498 0.265
C: -4.271 2.488 -1.947
H: -3.037 -1.091 -2.833
H: -2.454 -0.481 1.400
S: -1.051 1.431 -2.970
C: 4.413 1.972 3.032
F: -4.617 1.200 -1.998
H: 2.556 -3.629 5.016
N: 2.636 -1.925 0.242
C: 4.681 5.065 1.149
F: 0.345 3.098 -4.457
C: 4.591 1.572 1.715
C: -0.299 1.957 -4.560
Na: -0.293 1.139 -0.123
C: -0.562 2.586 4.105
C: 3.737 3.897 -0.751
H: -4.516 -2.076 -4.910
C: 2.871 -2.882 -3.771
C: 1.773 -3.367 4.313
H: -1.473 -4.026 3.606
H: 3.436 -2.186 0.793
C: 0.512 -3.944 4.425
C: -5.393 -2.906 -0.707
H: 3.014 -1.993 3.247
H: -6.203 -1.704 -4.500
N: 1.744 -1.866 -1.910
F: -4.326 2.989 -3.181
H: -3.410 0.220 2.641
H: 4.741 -3.843 -3.304
H: 7.130 4.240 -0.801
C: 3.662 0.733 1.110
C: 2.380 0.690 3.142
C: -4.908 -1.959 -2.821
C: 3.833 -2.980 -1.575
H: 2.889 -3.101 -4.833
H: -6.781 -2.886 -2.400
C: 3.893 -3.289 -2.916
C: 6.105 4.333 -0.449
O: -2.719 3.938 -0.485
H: 3.784 0.469 0.064
O: -2.327 1.482 -0.477
F: 0.521 0.987 -4.942
S: -2.578 2.719 -1.209
H: -1.006 -2.393 1.822
N: 5.952 4.970 0.723
H: 5.133 2.637 3.494
C: 5.068 3.804 -1.203
C: 1.826 -2.169 -3.205

HOMO level = -1.5550 eV
net charge = -2
LUMO = 3.3 eV
HOMO-LUMO gap = 4.903 eV
E_tot = -187244.216 eV
relative energy (zero: lowest compared OMol25 entry of this formula, charge and spin) = 104.91 kJ/mol

***

4.
Density functional theory data (ωB97M-V/def2-TZVPD) for the molecule C7H7ClN6O.

Element x y z (Å)
H: -1.774 -1.380 -0.813
H: 3.884 -2.354 0.038
C: 1.820 0.776 0.017
H: -3.438 -2.269 -0.548
N: -2.883 -0.655 0.750
C: 1.019 1.980 -0.120
C: -0.792 0.506 0.457
C: 3.262 -1.455 0.132
N: 3.076 0.884 -0.263
C: -2.846 -1.358 -0.528
N: 1.935 -1.608 0.265
H: -3.325 -0.752 -1.252
C: 1.212 -0.478 0.256
N: -0.131 -0.569 0.554
C: 3.798 -0.216 -0.226
Cl: -3.399 1.675 -0.411
H: -1.062 2.497 0.391
O: 1.376 3.121 -0.260
N: -0.355 1.726 0.218
N: -2.335 0.546 0.731
H: 4.841 -0.119 -0.340
H: -3.881 -0.497 0.952

HOMO level = -9.3625 eV
structure (SMILES) = CNN(Cl)c1nc2nccnc2c(=O)[nH]1
LUMO = -0.7 eV
HOMO-LUMO gap = 8.624 eV
E_tot = -30880.584 eV
relative energy (zero: lowest compared OMol25 entry of this formula, charge and spin) = 0.00 kJ/mol

***

5.
Density functional theory data (ωB97M-V/def2-TZVPD) for a cluster of 8 separate species, C24H67N6O10 in total.

Element x y z (Å)
C: 13.511 -5.825 -19.537
H: 20.473 -8.141 -17.418
H: 16.900 -6.216 -16.115
H: 20.823 -7.270 -15.119
H: 21.590 -3.140 -14.279
H: 14.327 2.152 -13.338
O: 24.010 -3.399 -10.136
C: 21.284 -1.815 -16.015
H: 14.187 -8.691 -13.665
H: 13.675 -6.908 -19.588
C: 16.819 -2.920 -8.095
O: 17.840 -3.989 -12.580
H: 15.256 -6.619 -17.770
H: 22.740 -4.440 -12.131
H: 21.359 -5.840 -8.503
O: 19.712 -5.011 -12.993
O: 18.768 -3.792 -14.526
H: 16.807 -5.406 -9.384
H: 17.359 -2.182 -7.490
H: 20.540 -1.360 -15.364
H: 18.696 -8.008 -17.262
H: 12.967 1.240 -13.964
O: 17.159 -2.899 -9.453
C: 16.481 -0.720 -14.859
N: 18.789 -4.222 -13.333
N: 22.364 -5.288 -11.704
H: 18.965 -6.708 -13.982
H: 22.541 -3.591 -15.681
H: 13.794 -6.715 -12.465
H: 14.509 -0.086 -15.523
H: 23.756 -2.387 -14.034
H: 25.898 -3.832 -9.432
N: 16.650 -5.246 -15.918
H: 15.602 -1.742 -5.952
H: 16.791 -6.906 -12.691
C: 15.847 -6.865 -12.134
H: 18.099 -4.113 -17.736
H: 24.179 -5.414 -9.546
H: 17.710 0.434 -16.261
C: 17.214 -4.554 -18.194
H: 15.569 -3.769 -16.972
C: 18.539 -3.167 -9.562
H: 14.817 -4.597 -8.054
H: 15.624 1.187 -15.025
O: 18.849 -7.457 -14.586
H: 16.531 -0.559 -17.079
H: 17.861 -6.240 -10.525
H: 18.769 -4.152 -9.135
H: 13.624 -3.708 -8.080
C: 22.183 -4.901 -10.289
H: 15.673 -7.839 -11.659
H: 21.579 -3.985 -10.310
H: 21.405 -5.272 -12.059
C: 22.144 -2.732 -15.127
C: 21.357 -5.985 -9.586
H: 15.774 -2.434 -15.540
H: 15.660 -7.944 -14.487
C: 19.625 -8.201 -16.729
N: 16.158 -2.129 -14.642
H: 20.750 -2.483 -16.692
C: 14.948 -5.567 -17.683
H: 15.082 -1.722 -8.316
N: 14.675 -5.333 -13.750
H: 13.873 -5.349 -14.381
H: 25.180 -2.488 -8.598
H: 14.129 -5.542 -16.956
H: 23.241 -4.353 -8.507
C: 13.812 1.190 -13.262
O: 14.592 -5.125 -18.978
H: 19.701 -6.181 -15.932
H: 18.991 -3.137 -10.549
H: 12.585 -5.646 -18.983
H: 15.457 -5.285 -14.435
H: 16.586 -7.087 -9.678
N: 14.546 -3.724 -8.527
H: 13.956 -2.074 -6.340
O: 14.628 0.077 -13.518
H: 17.123 -0.422 -14.023
O: 15.911 -5.815 -11.193
H: 21.929 -1.119 -16.542
C: 25.222 -2.980 -9.577
H: 19.664 -9.227 -16.358
H: 13.361 1.042 -12.282
C: 16.821 -6.139 -10.190
H: 16.905 -3.932 -19.036
O: 23.240 -1.919 -14.697
C: 19.842 -7.215 -15.598
H: 13.422 -5.455 -20.558
H: 14.013 -7.529 -14.968
H: 18.037 -1.199 -16.323
H: 17.451 -5.554 -18.567
C: 14.641 -7.807 -14.119
H: 16.984 -3.954 -7.747
C: 15.267 0.180 -14.771
H: 21.736 -6.984 -9.804
H: 17.027 -2.677 -14.678
C: 15.342 -2.688 -7.862
C: 14.676 -6.654 -13.114
H: 25.726 -2.303 -10.267
C: 14.953 -2.512 -6.382
H: 17.532 -4.853 -15.590
H: 15.034 -3.442 -5.819
H: 19.118 -2.468 -8.940
C: 17.182 -0.531 -16.203
H: 20.319 -5.930 -9.912
C: 16.105 -4.706 -17.149
C: 23.476 -4.572 -9.557

HOMO level = -5.4579 eV
net charge = -1
LUMO = 2.6 eV
HOMO-LUMO gap = 8.077 eV
E_tot = -55384.947 eV
relative energy (zero: lowest compared OMol25 entry of this formula, charge and spin) = 0.00 kJ/mol

***

6.
Density functional theory data (ωB97M-V/def2-TZVPD) for a structure of composition C32H25CaCl3N7O5S.

Element x y z (Å)
C: -3.143 0.741 0.062
C: 2.294 -0.693 -1.249
C: 2.411 -1.828 -2.134
C: -5.399 0.138 -0.424
C: 0.949 2.563 0.438
H: 1.799 -1.187 7.605
H: 2.398 -1.641 0.675
C: 0.992 3.719 -0.271
O: -2.504 2.993 0.345
H: 0.405 2.001 2.416
N: 2.530 0.462 2.152
H: 5.254 0.879 6.105
O: -2.670 -4.833 1.637
C: -3.792 -4.275 -4.547
H: -0.572 3.293 1.694
C: 2.362 -0.746 6.792
C: -2.772 -3.569 -3.994
Cl: 0.908 -4.254 1.620
C: 3.752 0.354 4.670
N: 2.320 0.567 -1.856
C: 4.292 0.411 5.941
C: 2.052 3.930 -1.207
H: -5.620 -4.173 -5.751
H: 2.146 1.750 -3.539
C: -2.161 1.813 0.522
C: 1.819 -0.812 5.507
H: 0.240 4.470 -0.085
H: -6.457 0.369 -0.467
S: -1.501 -1.189 -3.489
N: -3.694 -1.591 -4.890
O: 0.915 -1.033 2.835
C: -3.583 -1.375 -0.705
C: -4.490 1.086 0.002
C: 2.216 -0.742 0.103
O: -1.786 -2.767 1.839
H: 3.754 1.213 -0.548
C: 1.945 -0.272 3.050
C: -0.092 2.332 1.502
H: -3.177 -2.343 -0.977
H: -5.437 -1.691 -5.999
C: -4.939 -1.122 -0.791
H: 2.519 -2.809 -1.692
H: 3.786 3.143 -2.148
Cl: -0.668 -6.042 -0.009
C: -4.719 -2.283 -5.451
H: -5.613 -1.901 -1.121
H: 2.167 4.908 -1.663
C: -1.832 -3.968 1.479
C: 2.169 -0.341 -4.033
H: -3.838 -5.347 -4.403
H: 0.458 -1.441 4.387
C: 2.329 -1.654 -3.468
C: -0.546 -4.404 0.625
H: 2.025 -0.200 -5.093
H: 4.274 0.780 3.823
H: -2.001 -4.047 -3.406
C: 2.942 2.965 -1.494
C: 2.207 0.723 -3.203
C: 2.795 1.607 -0.908
Cl: -0.374 -3.293 -0.789
H: -4.771 2.090 0.283
O: 0.632 -1.426 5.363
N: -1.064 1.339 1.090
N: 1.900 1.601 0.230
Ca: -0.554 -0.970 1.070
C: 2.516 -0.243 4.429
H: 3.993 -0.101 8.009
H: -3.649 -0.587 -4.985
C: 3.585 -0.140 7.006
N: 1.823 0.372 0.904
C: -2.674 -2.148 -4.149
C: -4.803 -3.626 -5.307
N: -2.698 -0.466 -0.292
H: 2.380 -2.513 -4.125

HOMO level = -4.2978 eV
net charge = -1
LUMO = 1.8 eV
HOMO-LUMO gap = 6.141 eV
E_tot = -121104.292 eV
relative energy (zero: lowest compared OMol25 entry of this formula, charge and spin) = 403.25 kJ/mol

***

7.
Density functional theory data (ωB97M-V/def2-TZVPD) for a cluster of 2 separate species, C4H14N in total.

Element x y z (Å)
H: 0.156 1.341 3.039
H: -1.372 -0.468 -1.908
H: -0.233 0.802 -2.278
H: -0.623 2.663 2.382
H: -2.339 1.500 1.122
H: -1.547 -0.131 1.357
H: 2.382 -0.946 -0.498
H: 1.923 -1.632 -1.968
H: 0.711 0.228 -0.195
H: -2.132 0.701 2.602
C: -1.601 0.920 1.661
C: -0.360 1.640 2.124
C: -0.314 -0.251 -2.019
H: 0.482 1.729 1.425
H: -0.010 -0.792 -2.920
N: 1.690 -1.512 -0.983
C: 0.427 -0.649 -0.768
H: 1.548 -2.425 -0.558
H: -0.210 -1.178 -0.070

HOMO level = -14.4879 eV
net charge = +1
LUMO = -3.9 eV
HOMO-LUMO gap = 10.626 eV
E_tot = -5857.741 eV
relative energy (zero: lowest compared OMol25 entry of this formula, charge and spin) = 107.34 kJ/mol

***

8.
Density functional theory data (ωB97M-V/def2-TZVPD) for a cluster of 2 separate species, C3H6F2O in total.

Element x y z (Å)
F: 0.271 2.375 0.765
H: 0.611 1.398 -0.995
F: 2.852 1.248 1.455
H: 3.651 -0.263 0.085
C: 1.049 1.515 -0.031
O: 2.990 0.236 -0.466
H: -1.147 -0.089 0.119
H: -1.811 -1.530 -0.783
C: -1.403 -1.190 0.182
H: -0.347 -1.487 0.232
H: -1.959 -1.401 1.039
C: 2.265 1.094 0.242

HOMO level = -9.5518 eV
structure (SMILES) = O/C(F)=C/F.C
LUMO = 0.5 eV
HOMO-LUMO gap = 10.099 eV
E_tot = -10688.925 eV
relative energy (zero: lowest compared OMol25 entry of this formula, charge and spin) = 154.65 kJ/mol

***

9.
Density functional theory data (ωB97M-V/def2-TZVPD) for the ion C11H27NO4P with charge +1.

Element x y z (Å)
C: -1.011 1.948 -0.735
H: 2.572 -1.510 -2.434
H: -4.009 0.391 1.425
H: 0.700 -1.666 3.617
C: -2.894 0.494 -0.419
H: 0.590 -0.458 -3.308
C: 1.663 -3.170 -1.357
O: -1.715 1.048 0.109
H: -0.428 -1.858 -2.972
O: 0.756 -2.830 -0.296
H: 2.564 1.786 1.237
H: -1.796 -2.911 1.108
H: -3.608 1.254 -0.763
H: -1.704 -1.791 -0.263
C: -3.572 -0.284 0.690
H: 2.663 -3.309 -0.933
O: -2.699 -1.098 1.480
C: -1.718 -1.855 0.826
H: 2.110 4.727 0.492
H: 1.788 -2.706 -3.429
H: -4.371 -0.895 0.253
P: -0.151 -1.268 1.535
N: -0.111 -1.914 3.060
H: 1.775 -1.039 0.118
H: -0.163 0.129 1.528
H: 1.314 -4.144 -1.701
H: 1.992 -2.349 1.310
H: -0.268 1.393 -1.324
C: 0.426 -1.279 -2.609
H: 1.921 4.149 2.157
C: 1.994 2.556 0.712
O: 0.624 2.255 0.973
H: 0.135 -0.838 -1.651
C: 1.282 -1.891 0.607
C: 2.395 3.942 1.195
C: 1.683 -2.142 -2.498
C: -0.295 2.947 0.140
H: 3.477 3.996 1.333
H: 0.217 3.682 -0.491
H: -0.951 -1.718 3.599
H: -1.020 3.479 0.763
H: -2.650 -0.133 -1.291
H: 2.196 2.442 -0.363
H: -1.702 2.439 -1.432

HOMO level = -12.7617 eV
structure (SMILES) = CCCOC[P@H](=[NH2+])COCCOCCOCC
net charge = +1
LUMO = -2.4 eV
HOMO-LUMO gap = 10.393 eV
E_tot = -30806.065 eV
relative energy (zero: lowest compared OMol25 entry of this formula, charge and spin) = 0.00 kJ/mol

***

10.
Density functional theory data (ωB97M-V/def2-TZVPD) for the molecule C2H5N3S.

Element x y z (Å)
C: -0.069 0.782 -1.053
H: -0.657 1.749 -0.798
C: -0.345 -0.115 1.152
H: -0.437 -0.378 3.049
N: 0.332 -0.079 -0.010
S: 0.916 -1.673 -0.817
H: -0.120 1.303 -3.016
H: 1.327 -2.123 0.453
N: 0.188 0.655 -2.370
N: -0.209 -0.956 2.079
H: -0.926 0.835 1.332

HOMO level = -9.1360 eV
structure (SMILES) = [H]/N=C/N(S)/C=N/[H]
LUMO = 0.3 eV
HOMO-LUMO gap = 9.399 eV
E_tot = -17457.892 eV
relative energy (zero: lowest compared OMol25 entry of this formula, charge and spin) = 310.69 kJ/mol

***

> What is the E_tot in the seventh record?

-5857.741 eV